Record 1
C4H10N4 as an isolated structure, computed with the ωB97M-V functional and the def2-TZVPD basis.

E_LUMO	0.90	eV
largest force on an atom	0.0867	hartree/bohr
total energy	-377.3364	Eh
M	114.2	g mol⁻¹
energy relative to the best compared isomer or geometry (same formula, charge and spin)	69.29	kcal per mole
net charge	0
orbital gap	6.2	eV

Geometry as XYZ:
```
18
Properties=species:S:1:pos:R:3:nbo_charge:R:1
N 0.637 -2.356 -0.831 -0.836
H 2.147 1.655 -0.771 0.388
C -0.157 2.003 0.946 -0.406
H -0.089 -2.965 -1.195 0.366
H 0.198 2.788 0.268 0.195
H -2.500 0.115 -0.090 0.380
H 0.449 2.035 1.856 0.164
C 0.266 -1.119 -0.445 -0.090
C 0.805 0.147 -0.428 0.320
N -0.113 0.715 0.328 -0.446
H 1.474 -2.435 -1.400 0.365
H -0.580 -1.047 1.623 0.173
H -2.714 -1.231 0.842 0.362
H -1.196 2.214 1.237 0.203
N -2.098 -0.775 0.178 -0.859
N 1.792 0.756 -1.065 -0.820
C -0.746 -0.721 0.590 0.150
H 2.425 0.218 -1.642 0.393
```

=====

Record 2
An isolated ion of composition C4H10N4O3 and charge +2, computed with the ωB97M-V functional and the def2-TZVPD basis.

E_LUMO	-7.98	eV
largest force on an atom	0.1075	hartree/bohr
total energy	-602.4299	Eh
M	162.1	g mol⁻¹
energy relative to the best compared isomer or geometry (same formula, charge and spin)	67.10	kcal per mole
net charge	+2
orbital gap	9.6	eV
SMILES string	N[C@H]1C(=[NH2+])N(O)[C@]1(O)/[NH+]=C\O

Geometry as XYZ:
```
21
Properties=species:S:1:pos:R:3:nbo_charge:R:1
O 2.051 -1.097 -0.130 -0.698
H -0.946 -2.219 2.415 0.247
C 0.864 -0.489 0.121 0.507
C 0.612 1.154 0.261 0.018
O -0.688 -1.559 -1.689 -0.516
H -0.233 -1.890 -2.464 0.528
H -2.325 0.781 -2.136 0.458
N -1.661 1.238 -1.511 -0.733
C -0.860 -1.319 1.741 0.572
N 1.618 1.960 -0.102 -0.825
H 0.116 1.343 1.170 0.250
N -0.115 -0.486 -1.007 -0.120
H 2.268 1.890 -0.885 0.427
N 0.301 -1.414 1.142 -0.500
H 0.900 -2.157 1.219 0.467
H 2.873 -0.594 -0.555 0.560
H -2.003 2.203 -1.367 0.453
H -2.466 -0.378 2.396 0.577
O -1.739 -0.330 1.680 -0.613
C -0.561 0.746 -0.896 0.504
H 1.994 2.619 0.596 0.438
```

=====

Record 3
An isolated ion of composition C4H10N4P and charge +1, computed with the ωB97M-V functional and the def2-TZVPD basis.

E_LUMO (alpha / beta)	-4.97 / -4.97	eV
largest force on an atom	0.0978	hartree/bohr
total energy	-718.3078	Eh
M	145.1	g mol⁻¹
energy relative to the best compared isomer or geometry (same formula, charge and spin)	25.94	kcal per mole
net charge	+1
orbital gap (alpha / beta)	6.9 / 6.9	eV
SMILES string	[H]/P=C/N=N/N(C)[N+](=C)C

Geometry as XYZ:
```
19
Properties=species:S:1:pos:R:3:nbo_charge:R:1
H -1.825 1.532 -0.927 0.241
C -1.622 -0.857 -1.962 -0.483
N -0.433 0.277 -0.021 -0.054
H -1.298 0.157 -2.469 0.278
C -1.070 -2.029 0.132 0.077
H 3.961 1.076 3.395 -0.056
H -2.730 -0.838 -1.848 0.256
H -1.517 -2.964 -0.228 0.238
C -0.773 1.516 -0.528 -0.480
C 2.585 0.639 1.672 -0.434
N 1.365 0.811 1.132 -0.259
H -1.400 -1.849 -2.612 0.280
H -0.464 2.350 0.134 0.296
N -1.075 -0.996 -0.656 -0.107
P 3.031 1.862 2.745 0.568
N 0.681 -0.109 0.588 -0.055
H -0.097 1.628 -1.389 0.204
H 3.184 -0.198 1.721 0.211
H -0.504 -2.009 1.120 0.280
```

=====

Record 4
An isolated ion of composition C4H10NO and charge -1, computed with the ωB97M-V functional and the def2-TZVPD basis.

E_LUMO	4.23	eV
largest force on an atom	0.0417	hartree/bohr
total energy	-288.3784	Eh
M	88.1	g mol⁻¹
energy relative to the best compared isomer or geometry (same formula, charge and spin)	8.28	kcal per mole
net charge	-1
orbital gap	6.5	eV
SMILES string	CC[C@H](N)C[O-]

Geometry as XYZ:
```
16
Properties=species:S:1:pos:R:3:nbo_charge:R:1
H -0.514 -1.496 1.596 0.348
H -1.724 -1.615 -0.538 0.053
H -0.345 2.448 1.044 0.202
H 0.920 -1.069 1.158 0.370
H -1.430 0.498 0.403 0.139
C 0.521 1.005 -0.327 -0.412
H 1.362 2.667 0.812 0.189
C 0.438 2.416 0.284 -0.612
H 0.275 3.179 -0.474 0.186
C -0.481 -0.024 0.243 -0.071
O 0.270 -2.030 -0.916 -0.978
C -0.751 -1.137 -0.859 -0.029
H 0.346 1.006 -1.402 0.198
H 1.485 0.590 -0.180 0.199
H -0.929 -0.677 -1.857 0.081
N 0.031 -0.655 1.430 -0.863
```

=====

Record 5
An isolated ion of composition C4H10NO and charge -1, computed with the ωB97M-V functional and the def2-TZVPD basis.

E_LUMO	4.13	eV
largest force on an atom	0.0323	hartree/bohr
total energy	-288.3529	Eh
M	88.1	g mol⁻¹
energy relative to the best compared isomer or geometry (same formula, charge and spin)	24.34	kcal per mole
net charge	-1
orbital gap	6.2	eV
SMILES string	CNCCC[O-]

Geometry as XYZ:
```
16
Properties=species:S:1:pos:R:3:nbo_charge:R:1
H 1.184 -1.339 0.561 0.340
N 0.810 -1.577 -0.352 -0.645
H 0.785 1.853 -0.637 0.211
C -0.658 1.091 0.689 -0.033
H 0.135 -0.250 -1.856 0.170
O -1.024 2.389 0.923 -0.975
H -1.398 -1.487 -0.102 0.190
H -0.614 0.483 1.627 0.071
H -1.475 0.704 0.043 0.086
C 0.690 0.934 -0.054 -0.462
H -0.535 -2.820 0.664 0.181
C -0.523 -2.134 -0.182 -0.417
H 1.554 0.918 0.632 0.164
H 1.801 -0.164 -1.600 0.168
C 0.869 -0.232 -1.027 -0.214
H -0.709 -2.731 -1.097 0.162
```

=====

Record 6
A 2-piece molecular cluster, C4H10NO overall, computed with the ωB97M-V functional and the def2-TZVPD basis.

E_LUMO	4.09	eV
largest force on an atom	0.0774	hartree/bohr
total energy	-288.2683	Eh
M	88.1	g mol⁻¹
energy relative to the best compared isomer or geometry (same formula, charge and spin)	77.40	kcal per mole
net charge	-1
orbital gap	5.9	eV

Geometry as XYZ:
```
16
Properties=species:S:1:pos:R:3:nbo_charge:R:1
H -1.023 0.518 -0.606 0.351
O -2.432 -0.079 -0.544 -0.809
H 2.122 1.560 0.693 0.178
H 0.065 0.862 -2.022 0.189
N -2.917 0.139 0.749 -0.554
C 1.077 -0.082 -0.151 0.060
H 0.975 -2.104 0.724 0.188
H -2.054 0.300 1.451 0.236
C 1.973 0.486 0.685 -0.508
H -3.311 1.070 0.767 0.274
C 0.118 0.821 -0.851 -0.749
H 1.606 -1.890 -0.970 0.200
H -0.111 -1.740 -0.721 0.243
H 2.604 -0.062 1.534 0.166
H 0.446 1.755 -0.405 0.179
C 0.861 -1.554 -0.333 -0.642
```

=====

Record 7
An isolated ion of composition C4H10NO and charge -1, computed with the ωB97M-V functional and the def2-TZVPD basis.

E_LUMO	4.00	eV
largest force on an atom	0.0147	hartree/bohr
total energy	-288.3758	Eh
M	88.1	g mol⁻¹
energy relative to the best compared isomer or geometry (same formula, charge and spin)	9.95	kcal per mole
net charge	-1
orbital gap	6.2	eV
SMILES string	CCCNC[O-]

Geometry as XYZ:
```
16
Properties=species:S:1:pos:R:3:nbo_charge:R:1
H -0.460 -2.067 0.601 0.221
H -1.475 -0.426 -0.997 0.171
N 1.028 -0.005 -0.334 -0.670
H -1.472 -1.366 1.877 0.191
C -1.375 -1.524 0.805 -0.607
H -0.230 1.634 -0.207 0.154
C 2.116 0.989 -0.630 0.167
H -2.302 0.348 0.269 0.181
C -1.373 -0.185 0.068 -0.388
C -0.122 0.643 0.272 -0.230
H -2.218 -2.078 0.395 0.181
H 1.669 1.639 -1.456 0.002
O 2.571 1.600 0.428 -0.916
H 0.708 -0.398 -1.220 0.307
H 0.069 0.834 1.327 0.193
H 2.866 0.360 -1.197 0.043
```

=====

Record 8
A 2-piece molecular cluster, C4H10NO overall, computed with the ωB97M-V functional and the def2-TZVPD basis.

2S+1	2
⟨S²⟩	0.7536
E_LUMO (alpha / beta)	0.98 / -0.36	eV
largest force on an atom	0.0776	hartree/bohr
total energy	-288.2702	Eh
M	88.1	g mol⁻¹
energy relative to the best compared isomer or geometry (same formula, charge and spin)	35.64	kcal per mole
net charge	0
orbital gap (alpha / beta)	9.8 / 9.3	eV

Geometry as XYZ:
```
16
Properties=species:S:1:pos:R:3:mulliken_spin:R:1
C -0.284 -0.454 -0.105 -0.037
H 3.025 -0.573 2.034 -0.006
H 1.336 1.139 -1.802 0.028
H -2.136 0.738 0.378 -0.002
N 2.784 -0.720 1.019 0.036
H -0.295 -0.848 -1.224 0.002
H 3.638 -0.976 0.513 -0.002
C 0.433 0.850 0.175 0.883
C 0.504 1.525 -1.244 -0.026
H 0.707 2.490 -1.069 0.001
C -1.756 -0.238 0.110 0.049
H -0.394 1.402 -1.975 0.033
H -0.134 -1.410 0.501 0.017
O -2.629 -1.072 0.014 0.006
H 0.075 1.347 1.101 0.022
H 2.345 0.203 0.688 -0.004
```

=====

Record 9
An isolated ion of composition C4H10NO and charge +1, computed with the ωB97M-V functional and the def2-TZVPD basis.

E_LUMO	-3.18	eV
largest force on an atom	0.0979	hartree/bohr
total energy	-288.0757	Eh
M	88.1	g mol⁻¹
energy relative to the best compared isomer or geometry (same formula, charge and spin)	54.87	kcal per mole
net charge	+1
orbital gap	12.5	eV
SMILES string	CC1(C)[NH2+][C@@H]1O

Geometry as XYZ:
```
16
Properties=species:S:1:pos:R:3:nbo_charge:R:1
C 1.235 0.553 -0.742 -0.652
H 0.992 -1.726 1.033 0.244
O -2.361 -0.159 -0.297 -0.583
H 1.361 1.643 -0.481 0.237
H 1.251 0.172 -1.769 0.268
H -1.055 1.365 -0.902 0.205
H -3.046 0.337 -0.600 0.512
N -0.432 0.683 1.103 -0.615
C -1.236 0.473 -0.423 0.387
H 0.101 1.457 1.445 0.424
H 2.232 0.103 -0.427 0.266
C 0.087 -0.009 -0.030 0.038
H -0.683 -1.984 0.311 0.232
C 0.183 -1.489 0.194 -0.614
H 0.521 -1.869 -0.777 0.238
H -0.844 0.214 1.801 0.415
```

=====

Record 10
A 2-piece molecular cluster, C4H10NO overall, computed with the ωB97M-V functional and the def2-TZVPD basis.

E_LUMO	-4.82	eV
largest force on an atom	0.0539	hartree/bohr
total energy	-288.1075	Eh
M	88.1	g mol⁻¹
energy relative to the best compared isomer or geometry (same formula, charge and spin)	34.86	kcal per mole
net charge	+1
orbital gap	9.5	eV

Geometry as XYZ:
```
16
Properties=species:S:1:pos:R:3:nbo_charge:R:1
H -0.750 -0.661 2.443 0.232
C -1.034 0.788 -1.313 -0.698
H 2.083 -2.150 -1.565 0.501
H 2.916 -1.320 -0.639 0.504
H -1.244 -0.189 -1.775 0.237
H -0.244 1.725 1.934 0.217
H -0.311 1.367 -1.960 0.262
C -0.643 0.708 0.110 0.105
O 2.020 -1.367 -0.999 -0.960
C -0.608 1.755 0.916 -0.315
H 0.453 -1.955 1.866 0.222
N 0.089 -0.478 0.520 -0.413
C -0.089 -1.023 1.652 0.111
H -1.145 2.639 0.583 0.240
H 0.538 -1.087 -0.198 0.480
H -2.031 1.247 -1.573 0.274
```

=====

Record 11
A 2-piece molecular cluster, C4H10NO overall, computed with the ωB97M-V functional and the def2-TZVPD basis.

E_LUMO	-3.29	eV
largest force on an atom	0.0080	hartree/bohr
total energy	-288.1031	Eh
M	88.1	g mol⁻¹
energy relative to the best compared isomer or geometry (same formula, charge and spin)	37.65	kcal per mole
net charge	+1
orbital gap	10.4	eV

Geometry as XYZ:
```
16
Properties=species:S:1:pos:R:3:nbo_charge:R:1
H 0.080 -1.391 -1.990 0.510
H 0.869 2.099 1.019 0.223
H 0.337 3.526 -0.054 0.250
C 1.285 -2.016 0.799 -0.451
C -0.946 1.927 -0.049 -0.080
H 2.247 -1.929 1.282 0.235
H -0.892 -0.129 -0.333 0.475
O -0.085 -1.461 -1.042 -0.731
N -1.289 0.553 0.364 -0.717
H 1.903 -0.829 -0.837 0.195
H -2.302 0.413 0.396 0.443
C 0.154 2.534 0.334 -0.332
H -0.921 0.340 1.292 0.445
H -1.650 2.367 -0.737 0.234
C 1.132 -1.420 -0.361 0.079
H 0.506 -2.589 1.281 0.223
```

=====

Record 12
An isolated ion of composition C4H10NO and charge +1, computed with the ωB97M-V functional and the def2-TZVPD basis.

E_LUMO	-4.23	eV
largest force on an atom	0.0389	hartree/bohr
total energy	-288.1155	Eh
M	88.1	g mol⁻¹
energy relative to the best compared isomer or geometry (same formula, charge and spin)	29.89	kcal per mole
net charge	+1
orbital gap	10.4	eV
SMILES string	CC[C@H]([NH3+])C=O

Geometry as XYZ:
```
16
Properties=species:S:1:pos:R:3:nbo_charge:R:1
H 0.539 1.135 -2.010 0.445
H -0.542 0.592 2.433 0.212
H -1.775 0.083 -0.336 0.244
C 0.402 0.380 -0.091 -0.149
H 1.665 -1.059 -1.255 0.120
C -1.247 0.103 1.772 -0.600
N 0.939 1.401 -1.118 -0.669
H 1.013 0.447 0.817 0.256
H -1.392 1.607 0.257 0.223
H -2.311 0.153 1.988 0.247
H 1.957 1.370 -1.138 0.450
H 0.622 2.328 -0.873 0.453
H -0.984 -0.957 1.808 0.233
C 0.714 -0.996 -0.666 0.391
O 0.238 -2.005 -0.250 -0.412
C -1.045 0.569 0.316 -0.444
```

=====

Record 13
A 2-piece molecular cluster, C4H10NO overall, computed with the ωB97M-V functional and the def2-TZVPD basis.

E_LUMO	-5.20	eV
largest force on an atom	0.0407	hartree/bohr
total energy	-288.0976	Eh
M	88.1	g mol⁻¹
energy relative to the best compared isomer or geometry (same formula, charge and spin)	41.12	kcal per mole
net charge	+1
orbital gap	9.1	eV

Geometry as XYZ:
```
16
Properties=species:S:1:pos:R:3:nbo_charge:R:1
H 0.945 1.430 -1.779 0.264
H 2.504 1.906 -1.050 0.243
H -0.249 -0.865 0.050 0.236
C 0.273 -0.072 0.554 -0.100
H -2.148 -0.298 -3.934 0.483
O -1.830 -0.573 -3.061 -0.953
H -0.888 -1.937 2.115 0.225
H -2.331 -1.370 -2.856 0.471
H 2.249 0.271 -1.598 0.253
C 1.285 0.728 0.249 -0.058
C 1.755 1.125 -1.116 -0.673
C -0.768 -0.961 2.562 0.108
N -0.191 -0.023 1.934 -0.385
H -0.245 0.896 2.370 0.441
H 1.582 1.436 1.009 0.212
H -1.286 -0.747 3.486 0.233
```

=====

Record 14
A 2-piece molecular cluster, C4H10NO overall, computed with the ωB97M-V functional and the def2-TZVPD basis.

2S+1	2
⟨S²⟩	0.7536
E_LUMO (alpha / beta)	-9.51 / -13.07	eV
largest force on an atom	0.0944	hartree/bohr
total energy	-287.6008	Eh
M	88.1	g mol⁻¹
energy relative to the best compared isomer or geometry (same formula, charge and spin)	25.90	kcal per mole
net charge	+2
orbital gap (alpha / beta)	11.1 / 8.8	eV

Geometry as XYZ:
```
16
Properties=species:S:1:pos:R:3:mulliken_spin:R:1
C -0.419 -0.237 0.832 0.300
H -1.753 0.259 2.483 0.014
H 0.399 -2.163 0.693 0.015
C 0.535 -1.131 0.547 0.371
N 1.021 1.251 -1.468 0.004
H -0.198 0.850 0.568 0.007
H 1.550 2.084 -1.630 0.000
H -0.499 0.065 -2.016 -0.005
H 2.525 -1.136 0.351 -0.006
H -2.532 -0.703 1.155 0.082
O 1.764 -0.633 0.031 0.161
C -1.577 -0.539 1.736 0.038
H -0.625 1.859 -2.698 0.001
C -0.106 1.085 -2.076 0.005
H 1.409 0.564 -0.850 0.003
H -1.495 -1.473 2.340 0.010
```